This record from the OMol25 dataset describes a 2-piece molecular cluster, C4H6BrN2O2 overall in a non-equilibrium geometry. The level of theory is ωB97M-V/def2-TZVPD.

Cartesian coordinates (Å):
1 C 0.807858 0.563682 0.631860
2 C 0.031263 -0.532535 1.384823
3 C 0.044745 -1.836104 0.568017
4 C 0.139764 1.457622 -0.072024
5 N 2.202428 0.557848 0.748959
6 N 0.571159 -0.979214 2.684619
7 O 0.371663 -0.181540 3.594136
8 O 2.662126 -0.309727 1.535556
9 Br -3.871961 1.138588 -3.430574
10 H -0.930619 -0.090667 1.630494
11 H -0.866153 -1.729573 -0.225810
12 H 0.124391 -2.593984 1.317141
13 H 0.996198 -1.809274 0.095507
14 H -0.847913 1.368099 -0.301921
15 H 0.684918 2.245298 -0.415801

Forces on atoms 1 to 6 (eV/Å):
C -1.172 -1.952 2.115
C 0.409 -0.157 -0.799
C -2.444 2.222 -1.529
C 2.081 -0.971 0.804
N 1.818 -1.071 1.683
N 0.032 1.860 2.331

HOMO level (alpha / beta) = -3.714 / -3.714 eV
Charge = -1
E_tot = -81358.9690 eV
Spin multiplicity = 1
M = 194.0 g/mol

Atomic partial charges in e from the Löwdin method, atoms 1 to 5: C -0.3010; C -0.3471; C -0.0435; C 0.1859; N 0.0424